Computed, not measured: a cluster of 9 separate species, C33H92N8O9 in total, with ωB97M-V with the def2-TZVPD basis set.

SMILES = COC[C@H](C)N.COC[C@H](C)N.COC[C@H](C)N.COC[C@H](C)N.COC[C@H](C)N.COC[C@H](C)N.COC[C@H](C)N.COC[C@H](C)N.CO
Orbital gap = 0.343 Ha
Energy relative to the best compared isomer or geometry (same formula, charge and spin) = 67.0 kcal per mole
Calculated total energy = -2427.4420 a.u.

The geometry in XYZ format:
```
142
Properties=species:S:1:pos:R:3:forces:R:3
C 0.716 -0.544 -0.017 0.4 -0.5 2.9
O -0.387 0.338 -0.008 -0.3 -0.4 -0.6
H 0.953 -0.826 -0.993 -0.1 -0.6 -1.8
H 1.616 -0.041 0.350 0.1 0.1 0.2
H 0.643 -1.484 0.652 -0.3 1.3 -1.2
H -0.700 0.556 0.879 0.2 -0.1 0.2
C -5.334 -3.600 0.336 -0.1 1.5 -0.1
C -3.970 -3.015 0.707 -0.9 1.6 -1.4
C -3.916 -1.706 -0.119 -0.7 -0.8 -1.1
O -3.776 -2.059 -1.495 -0.4 0.5 -1.2
C -3.748 -0.922 -2.375 0.1 -0.7 -0.7
N -3.757 -2.776 2.098 -0.6 -1.2 0.2
H -5.544 -3.544 -0.736 0.2 0.5 0.1
H -6.133 -3.118 0.905 0.0 0.2 -0.1
H -5.426 -4.603 0.517 0.0 -2.7 1.0
H -3.200 -3.642 0.297 0.6 -0.4 0.1
H -3.122 -1.047 0.104 1.1 0.7 0.8
H -4.871 -1.182 -0.032 -0.1 0.2 0.4
H -3.669 -1.210 -3.441 0.3 -0.7 0.6
H -2.859 -0.343 -2.162 0.2 0.6 0.2
H -4.642 -0.292 -2.439 -0.2 0.0 1.0
H -2.808 -2.749 2.364 1.2 0.1 0.2
H -4.273 -2.048 2.536 -0.5 0.5 0.0
C -1.618 3.221 -2.526 0.4 0.6 -1.1
C -0.940 2.649 -3.782 -0.6 -1.3 0.2
C 0.189 1.663 -3.416 -2.1 0.0 1.5
O 0.796 1.220 -4.559 1.2 -1.1 -0.9
C 1.291 -0.127 -4.466 -2.0 -0.1 -0.9
N -2.018 2.057 -4.667 -0.4 -0.8 2.4
H -0.933 3.902 -2.000 -0.2 -0.4 0.1
H -1.994 2.425 -1.870 0.1 0.2 -0.2
H -2.440 3.831 -2.926 0.0 -0.2 0.5
H -0.429 3.395 -4.377 -0.3 0.6 -0.1
H -0.293 0.860 -2.773 0.5 0.3 -0.8
H 0.909 2.157 -2.775 0.4 0.3 0.4
H 1.610 -0.420 -3.465 0.7 0.4 0.0
H 1.992 -0.304 -5.304 -0.1 0.1 0.8
H 0.385 -0.764 -4.616 0.6 0.0 -0.2
H -2.458 1.199 -4.209 0.5 1.7 0.0
H -1.565 1.574 -5.388 1.1 -0.4 -1.8
C 0.896 2.987 3.558 0.6 1.3 0.8
C 0.959 2.650 2.122 -0.2 -0.3 -0.5
C -0.371 3.020 1.389 1.9 -1.8 0.5
O -1.426 2.295 1.978 -0.2 0.6 -0.5
C -2.634 2.616 1.263 1.4 -1.4 -0.3
N 2.076 3.332 1.520 1.2 -2.0 -1.4
H 0.583 4.009 3.739 0.1 0.6 -0.1
H 1.923 2.861 3.961 -0.9 -0.2 0.3
H 0.114 2.421 4.004 -0.3 -0.8 0.8
H 1.213 1.558 2.250 -0.5 0.7 -1.5
H -0.274 2.741 0.311 -0.1 0.5 0.6
H -0.442 4.083 1.562 -0.5 0.6 -0.3
H -2.343 2.595 0.193 -0.7 0.0 0.4
H -3.009 3.584 1.526 -0.4 0.5 0.3
H -3.263 1.774 1.530 -0.8 0.3 -0.3
H 2.126 4.315 1.553 -0.4 1.2 0.3
H 2.294 3.011 0.563 -0.3 0.3 0.8
C 1.012 -3.598 -3.510 -0.6 -1.5 0.2
C -0.446 -4.064 -3.405 0.6 -0.9 -1.7
C -0.688 -5.079 -2.268 -1.0 0.3 0.7
O -0.481 -4.432 -1.015 0.2 0.0 0.3
C -0.593 -5.235 0.154 1.1 -1.2 -0.5
N -1.348 -2.909 -3.510 2.1 0.3 0.3
H 1.141 -2.862 -4.284 0.0 0.2 -0.3
H 1.628 -4.489 -3.716 0.0 0.5 0.0
H 1.279 -3.219 -2.552 0.6 0.6 0.8
H -0.590 -4.638 -4.344 -0.2 -0.1 0.5
H -0.092 -6.015 -2.322 0.1 0.6 -0.3
H -1.759 -5.389 -2.304 0.4 0.0 -0.1
H -0.400 -4.586 1.014 -0.4 -0.1 -0.2
H 0.225 -6.039 0.173 -0.9 0.9 -0.1
H -1.560 -5.781 0.231 0.4 0.6 0.0
H -2.159 -3.118 -3.007 -1.9 -0.3 0.9
H -0.906 -2.172 -2.949 -0.3 -0.1 -0.2
C -1.311 -0.586 4.085 1.2 1.3 -0.8
C -0.093 -1.186 3.329 -0.5 0.8 0.0
C 1.284 -0.802 3.861 1.0 -1.1 -1.4
O 2.230 -1.409 2.858 -1.1 1.0 0.7
C 3.566 -0.914 2.819 0.2 -0.5 0.1
N -0.330 -2.568 3.043 0.9 -1.4 -0.1
H -0.955 0.450 4.332 -0.8 -0.6 -0.1
H -1.487 -1.088 5.043 -0.3 -0.1 -0.4
H -2.192 -0.505 3.375 0.9 -0.3 1.2
H -0.012 -0.701 2.373 -0.6 0.4 -0.6
H 1.546 -1.285 4.792 0.0 0.4 0.7
H 1.302 0.307 3.855 0.6 -0.6 0.3
H 3.591 0.195 2.704 0.1 -0.7 0.2
H 4.080 -1.402 1.963 -0.6 0.6 0.3
H 4.154 -1.292 3.685 -0.4 0.7 -0.1
H -0.355 -3.067 3.936 0.0 -0.1 -0.3
H 0.484 -2.950 2.508 -0.9 0.4 0.7
C 4.615 -2.627 -3.400 1.2 -0.6 -0.5
C 4.166 -2.041 -2.109 1.9 1.2 -0.2
C 4.892 -2.703 -0.926 -1.0 3.1 1.1
O 4.563 -3.993 -0.611 -1.6 -0.9 0.4
C 3.189 -4.153 -0.188 0.3 -0.6 0.1
N 4.346 -0.547 -2.116 -0.8 -0.2 0.0
H 5.677 -2.473 -3.661 -0.3 0.2 0.4
H 4.056 -2.376 -4.266 -0.8 0.8 -0.7
H 4.484 -3.681 -3.359 0.1 -1.2 0.2
H 3.167 -2.244 -2.015 -2.7 -0.5 0.3
H 4.746 -1.961 -0.057 0.1 -1.1 -0.8
H 5.914 -2.700 -1.139 1.8 0.0 -0.3
H 2.683 -3.189 0.062 0.5 -0.7 0.0
H 3.198 -4.865 0.668 -0.1 0.7 -0.3
H 2.615 -4.662 -0.975 0.1 0.3 0.0
H 4.591 -0.297 -3.065 0.4 0.1 -0.1
H 3.430 -0.071 -2.025 0.7 -0.6 0.4
C 6.664 2.791 2.525 -0.3 0.0 0.0
C 5.792 1.958 1.569 0.5 0.8 -0.5
C 5.609 2.740 0.274 -0.4 -1.5 -0.6
O 6.881 2.795 -0.345 -0.4 -0.3 0.3
C 6.841 3.274 -1.628 1.3 1.2 -2.0
N 6.318 0.613 1.285 -0.3 0.3 1.7
H 7.522 3.208 1.977 -0.4 0.1 0.1
H 7.115 2.154 3.299 -0.4 0.3 0.2
H 6.014 3.604 2.955 0.9 -0.7 -0.2
H 4.780 1.893 1.933 -0.4 -0.2 0.6
H 5.259 3.767 0.406 -0.4 -0.1 0.2
H 4.846 2.100 -0.308 1.1 1.1 0.1
H 7.860 3.312 -2.053 -0.1 -0.3 0.5
H 6.540 4.334 -1.754 -0.5 -0.3 0.5
H 6.299 2.669 -2.352 -0.6 -0.3 0.2
H 7.041 0.420 1.984 -0.2 -0.2 -0.7
H 6.673 0.495 0.362 0.4 0.2 -0.5
C -6.018 3.048 3.578 -3.2 0.3 0.2
C -6.685 4.048 2.587 0.6 -1.4 0.9
C -6.919 3.251 1.292 -0.7 0.1 0.5
O -5.771 3.304 0.491 0.6 -0.6 0.7
C -5.743 2.406 -0.574 1.4 -1.2 -0.7
N -7.925 4.561 3.153 1.0 -1.9 0.3
H -5.750 3.549 4.496 0.4 -0.1 0.3
H -5.250 2.644 3.023 2.3 -0.9 -0.6
H -6.732 2.182 3.797 0.7 1.3 -0.1
H -5.936 4.827 2.392 -0.1 0.0 -0.3
H -7.708 3.734 0.742 -0.8 0.1 -0.3
H -7.246 2.203 1.557 0.4 0.8 -0.4
H -4.677 2.262 -0.881 -0.7 0.3 0.3
H -6.258 2.773 -1.435 -0.6 0.5 -0.7
H -6.122 1.368 -0.427 0.0 0.7 0.7
H -7.745 5.077 3.988 0.0 0.4 0.4
H -8.364 5.115 2.490 -1.2 1.5 -1.2
```
Positions in Å, forces in eV/Å.